[1]
This record from OMol25 describes C5H12O as an isolated structure. The level of theory is the ωB97M-V functional and the def2-TZVPD basis.

Positions of all 18 atoms, in Å:
C -2.699 0.281 -0.138
C -1.416 -0.409 0.317
C -0.200 -0.017 -0.523
C 1.080 -0.671 -0.044
C 2.341 -0.108 -0.352
O 2.646 0.529 1.353
H -2.902 0.078 -1.196
H -3.566 -0.057 0.439
H -2.622 1.369 -0.019
H -1.544 -1.499 0.268
H -1.214 -0.173 1.370
H -0.411 -0.269 -1.575
H -0.087 1.078 -0.496
H 1.603 -0.081 1.188
H 1.053 -1.756 0.053
H 2.416 0.824 -0.909
H 3.231 -0.728 -0.401
H 2.456 1.483 1.391

Computed properties:
energy above the lowest of the compared OMol25 structures with the same formula, charge and spin: 321.6 kJ/mol
E_LUMO: 1.008 eV
HOMO: -8.188 eV
calculated total energy: -272.8262 a.u.
frontier orbital gap: 0.338 Ha
2S+1: 1
F_max: 0.0078 Eh/bohr

Atomic partial charges in e from the Mulliken method, atoms 1 to 8: -1.227, -0.295, -0.463, -0.545, -0.565, -0.688, 0.309, 0.356

---

[2]
This record from OMol25 describes C24H52AsClCoN5O3S2Si3 as an isolated structure in a non-equilibrium geometry. The level of theory is the ωB97M-V functional and the def2-TZVPD basis.

Positions of all 92 atoms, in Å:
Co -0.392 0.945 -0.321
C 0.734 1.348 3.795
C 0.537 2.039 2.458
C 1.186 3.407 2.425
O 1.120 1.247 1.382
C -0.951 2.157 2.171
O -1.653 2.909 2.797
O -1.400 1.390 1.173
H 1.801 1.278 4.030
H 0.289 0.348 3.779
H 0.239 1.929 4.572
H 2.208 3.351 2.805
H 0.614 4.091 3.051
H 1.227 3.786 1.398
H 1.247 0.346 1.714
Cl -5.203 -1.862 -0.572
C -4.150 -0.786 -1.395
C -4.458 -0.304 -2.653
C -3.569 0.574 -3.264
C -2.405 0.912 -2.612
N -2.110 0.431 -1.390
C -2.974 -0.397 -0.778
H -5.374 -0.608 -3.146
H -3.777 0.983 -4.246
H -1.680 1.581 -3.058
H -2.729 -0.748 0.223
C 1.932 -3.249 -3.419
Si 0.604 -2.188 -2.710
C -0.573 -3.195 -1.691
C -0.225 -1.340 -4.130
As 1.362 -0.484 -1.181
Si 2.843 -1.671 0.331
C 3.805 -2.952 -0.580
C 1.750 -2.518 1.558
C 3.963 -0.485 1.202
Si 2.825 1.013 -2.434
C 3.914 -0.099 -3.420
C 3.702 2.028 -1.172
C 1.753 2.034 -3.542
H 1.429 -3.888 -4.156
H 2.418 -3.895 -2.690
H 2.701 -2.676 -3.945
H -1.255 -3.751 -2.346
H -1.169 -2.569 -1.018
H -0.025 -3.922 -1.082
H -0.460 -2.095 -4.890
H 0.441 -0.604 -4.594
H -1.154 -0.841 -3.851
H 3.228 -3.877 -0.659
H 4.700 -3.160 0.018
H 4.131 -2.663 -1.579
H 0.839 -2.909 1.097
H 1.438 -1.855 2.371
H 2.310 -3.354 1.996
H 4.907 -0.357 0.663
H 4.193 -0.912 2.185
H 3.523 0.504 1.347
H 4.280 -0.951 -2.845
H 4.787 0.470 -3.766
H 3.386 -0.472 -4.303
H 4.568 1.502 -0.764
H 3.031 2.288 -0.346
H 4.056 2.959 -1.631
H 0.930 1.447 -3.963
H 2.350 2.420 -4.377
H 1.330 2.891 -3.015
S -1.494 -1.383 2.307
C -1.517 -2.879 3.103
N -1.723 -4.081 2.544
C -1.772 -5.185 3.515
C -1.440 -4.467 4.841
N -1.313 -3.065 4.411
H -1.999 -4.169 1.584
H -1.042 -5.952 3.271
H -2.758 -5.642 3.535
H -0.512 -4.824 5.277
H -2.232 -4.580 5.576
H -1.222 -2.292 5.045
C -4.303 4.031 0.038
N -3.002 3.626 -0.513
C -1.774 3.907 -0.114
S -0.412 3.211 -1.016
N -1.446 4.698 0.885
C -2.255 5.365 1.925
H -5.065 3.481 -0.505
H -4.484 5.093 -0.110
H -4.383 3.777 1.091
H -3.031 3.028 -1.318
H -0.454 4.708 1.062
H -3.229 5.646 1.558
H -1.731 6.270 2.216
H -2.353 4.706 2.784

Computed properties:
E_LUMO (alpha / beta): -4.996 / -7.583 eV
HOMO (alpha / beta): -13.101 / -13.085 eV
calculated total energy: -7188.4568 a.u.
frontier orbital gap (alpha / beta): 0.298 / 0.202 Ha
⟨S²⟩: 6.02
total charge: +2
2S+1: 5
F_max: 0.0227 Eh/bohr

Atomic partial charges in e from the Mulliken method, atoms 1 to 8: 1.231, -1.625, 2.429, -2.229, -0.244, -0.845, -0.677, -0.031

---

[3]
This record from OMol25 describes a 11-piece molecular cluster, C33H59Br22N2O3 overall in a non-equilibrium geometry. The level of theory is the ωB97M-V functional and the def2-TZVPD basis.

Positions of all 119 atoms, in Å:
C 2.472 -0.636 6.106
C 1.008 -0.232 5.992
N 0.777 0.792 4.905
C 0.059 0.279 3.815
C -1.304 0.056 4.004
N -2.029 -0.442 2.996
Br -3.852 -0.707 3.248
C -1.502 -0.748 1.808
C -0.149 -0.537 1.537
C 0.250 -0.927 0.136
Br 0.074 0.600 -1.074
C 1.572 -1.669 -0.029
C 1.431 -2.821 -1.050
C 0.634 -0.002 2.562
C 2.105 0.283 2.460
O 2.884 -0.600 2.544
O 2.498 1.565 2.459
C 2.497 2.192 1.154
C 3.615 3.237 1.080
O 4.700 2.951 1.936
H 2.978 -0.615 5.146
H 2.994 -0.012 6.819
H 2.507 -1.649 6.498
H 0.404 -1.116 5.805
H 0.664 0.185 6.933
H 1.701 1.071 4.594
H -1.798 0.285 4.930
H -2.159 -1.142 1.049
H -0.529 -1.595 -0.210
H 1.849 -2.111 0.923
H 2.357 -1.010 -0.382
H 2.220 -2.790 -1.792
H 0.448 -2.815 -1.519
H 1.547 -3.758 -0.514
H 1.534 2.661 0.970
H 2.698 1.427 0.411
H 3.257 4.247 1.242
H 3.978 3.214 0.050
H 5.099 2.144 1.596
Br -1.656 -2.708 -2.888
C -0.881 -1.468 -4.179
C -0.521 -2.159 -5.463
Br 1.101 -3.220 -5.273
H -0.024 -1.011 -3.695
H -1.647 -0.715 -4.350
H -0.302 -1.427 -6.235
H -1.296 -2.832 -5.815
Br 1.605 -4.961 2.031
C 2.247 -6.781 1.758
C 1.638 -7.402 0.530
Br -0.208 -7.930 0.832
H 2.020 -7.330 2.665
H 3.325 -6.692 1.647
H 2.164 -8.318 0.270
H 1.637 -6.731 -0.323
Br 7.659 5.100 2.027
C 6.968 4.511 3.746
C 8.076 4.245 4.729
Br 8.986 2.568 4.340
H 6.356 3.638 3.552
H 6.336 5.323 4.099
H 7.676 4.131 5.734
H 8.835 5.020 4.726
Br -0.332 -1.747 -9.122
C -1.672 -0.452 -9.687
C -1.293 0.940 -9.259
Br -1.597 1.210 -7.350
H -2.618 -0.782 -9.272
H -1.709 -0.531 -10.769
H -1.916 1.676 -9.754
H -0.248 1.163 -9.444
Br -2.817 -1.707 -13.215
C -4.189 -0.446 -13.773
C -3.860 0.963 -13.359
Br -4.171 1.254 -11.457
H -5.126 -0.796 -13.353
H -4.226 -0.521 -14.857
H -4.514 1.669 -13.866
H -2.825 1.226 -13.551
Br 9.619 1.472 -0.506
C 10.873 2.912 -0.884
C 10.454 4.200 -0.230
Br 8.973 5.038 -1.174
H 10.942 2.993 -1.964
H 11.827 2.577 -0.483
H 11.264 4.926 -0.262
H 10.130 4.063 0.797
Br 5.240 1.861 6.549
C 5.625 2.393 8.381
C 5.816 1.198 9.274
Br 4.118 0.351 9.710
H 4.809 3.031 8.701
H 6.541 2.977 8.326
H 6.242 1.499 10.228
H 6.440 0.434 8.823
Br -7.657 -0.492 3.186
C -7.108 1.316 3.678
C -7.964 1.866 4.787
Br -9.714 2.394 4.135
H -7.159 1.915 2.775
H -6.073 1.234 4.002
H -7.518 2.770 5.196
H -8.126 1.148 5.585
Br -7.436 -1.157 -2.632
C -7.149 -1.963 -0.889
C -6.088 -1.239 -0.112
Br -4.293 -1.663 -0.745
H -6.917 -3.010 -1.056
H -8.103 -1.878 -0.370
H -6.104 -1.550 0.929
H -6.193 -0.161 -0.170
Br -9.807 0.684 -0.343
C -10.985 -0.586 -1.227
C -12.086 -1.046 -0.311
Br -11.425 -2.321 1.002
H -10.361 -1.403 -1.574
H -11.392 -0.055 -2.084
H -12.851 -1.576 -0.873
H -12.540 -0.231 0.242

Computed properties:
energy above the lowest of the compared OMol25 structures with the same formula, charge and spin: 0.0 kJ/mol
E_LUMO: -3.788 eV
HOMO: -11.042 eV
calculated total energy: -58256.1018 a.u.
frontier orbital gap: 0.267 Ha
total charge: +1
2S+1: 1
F_max: 0.0269 Eh/bohr

Atomic partial charges in e from the Mulliken method, atoms 1 to 8: -0.713, -0.548, -0.391, -0.129, 0.369, -0.168, 0.102, -0.028

---

[4]
This record from OMol25 describes a 4-piece molecular cluster, C4H14O4 overall in a non-equilibrium geometry. The level of theory is the ωB97M-V functional and the def2-TZVPD basis.

Positions of all 22 atoms, in Å:
C -1.303 2.305 -0.623
C -0.954 1.381 -1.741
C 0.161 0.657 -1.783
C 0.519 -0.387 -2.798
O 1.222 0.782 -0.912
H -1.515 1.753 0.303
H -2.250 2.782 -0.844
H -0.643 3.100 -0.265
H -1.676 1.047 -2.465
H 0.894 -1.317 -2.388
H 1.295 0.044 -3.439
H -0.304 -0.695 -3.439
H 1.165 1.544 -0.327
O -1.795 -2.245 1.008
H -1.616 -1.525 1.636
H -1.750 -1.806 0.151
O 1.022 -1.362 1.069
H 1.001 -2.300 0.857
H 1.208 -0.863 0.250
O 0.865 -0.342 4.239
H 1.417 -0.180 5.004
H 1.341 -0.771 3.515

Computed properties:
energy above the lowest of the compared OMol25 structures with the same formula, charge and spin: 54.0 kJ/mol
E_LUMO: 0.521 eV
HOMO: -9.034 eV
calculated total energy: -461.7357 a.u.
frontier orbital gap: 0.351 Ha
2S+1: 1
F_max: 0.0252 Eh/bohr

Atomic partial charges in e from the Mulliken method, atoms 1 to 8: -1.229, -0.120, 0.569, -1.226, -0.549, 0.274, 0.333, 0.375

---

[5]
This record from OMol25 describes C14H12CoF4N5S2 as an isolated structure in a non-equilibrium geometry. The level of theory is the ωB97M-V functional and the def2-TZVPD basis.

Positions of all 38 atoms, in Å:
Co -0.199 -0.807 -0.433
C -1.850 3.067 -0.198
C -0.967 1.899 -0.536
N -0.878 0.869 0.312
N -1.519 0.934 1.478
C -1.601 -0.125 2.221
N -2.168 0.023 3.473
S -1.042 -1.709 1.834
C -0.210 1.841 -1.721
C -0.108 2.910 -2.651
C 0.723 2.799 -3.730
C 1.466 1.619 -3.908
C 1.287 0.596 -2.997
N 0.488 0.678 -1.950
H -2.487 2.778 0.633
H -2.469 3.339 -1.050
H -1.266 3.934 0.113
H -2.775 0.823 3.573
H -2.528 -0.840 3.855
H -0.666 3.819 -2.479
H 0.829 3.614 -4.436
H 2.152 1.512 -4.732
H 1.830 -0.337 -3.107
F 3.845 -4.148 -0.026
C 4.322 -2.984 -0.498
F 5.626 -2.966 -0.124
F 4.356 -3.096 -1.839
C 3.589 -1.783 -0.002
C 4.260 -0.790 0.696
C 3.536 0.283 1.205
C 2.165 0.312 1.024
N 1.519 -0.610 0.320
C 2.200 -1.652 -0.221
S 1.219 -2.651 -1.171
H 5.330 -0.852 0.836
H 4.032 1.066 1.753
H 1.564 1.098 1.462
F -1.657 -1.126 -1.270

Computed properties:
energy above the lowest of the compared OMol25 structures with the same formula, charge and spin: 0.0 kJ/mol
E_LUMO (alpha / beta): 2.454 / 2.481 eV
HOMO (alpha / beta): -3.627 / -4.194 eV
calculated total energy: -3393.2271 a.u.
frontier orbital gap (alpha / beta): 0.223 / 0.245 Ha
⟨S²⟩: 0.76
total charge: -1
2S+1: 2
F_max: 0.0746 Eh/bohr

Atomic partial charges in e from the Mulliken method, atoms 1 to 8: 0.143, -1.669, 0.662, 1.255, -1.582, 0.364, -0.483, -0.461

---

[6]
This record from OMol25 describes C17H19N4O4Pd as an isolated structure. The level of theory is the ωB97M-V functional and the def2-TZVPD basis.

Positions of all 45 atoms, in Å:
Pd -2.239 -0.215 0.627
N -3.485 -2.043 0.200
C -3.158 -2.319 -1.211
C -1.632 -2.280 -1.398
O -1.097 -3.081 -2.165
N -1.033 -1.335 -0.669
C 0.361 -1.527 -0.320
C -0.689 -2.039 1.894
O -1.041 -3.152 1.490
O -1.169 -1.316 2.796
H -3.019 -2.726 0.803
H -4.479 -2.038 0.378
H -3.625 -1.552 -1.834
H -3.500 -3.301 -1.543
H 0.875 0.513 -0.619
H 0.661 -2.522 -0.654
N 5.461 0.036 -0.691
C 4.783 -0.341 0.438
O 5.389 -0.604 1.463
C 3.290 -0.366 0.329
C 2.561 -0.184 1.561
C 1.325 -0.672 1.850
N 0.443 -1.409 1.132
C 1.209 -0.455 -1.015
C 2.683 -0.582 -0.854
H 6.458 -0.077 -0.693
H 4.977 0.252 -1.541
H 3.091 0.276 2.383
H 0.962 -0.516 2.859
H 0.932 -0.493 -2.068
H 3.262 -0.876 -1.723
C -3.403 1.574 0.259
C -2.155 2.288 0.043
C -1.656 2.529 -1.256
C -0.402 3.070 -1.447
C 0.412 3.388 -0.362
C -0.062 3.168 0.925
C -1.324 2.638 1.130
H -4.090 1.494 -0.575
H -3.870 1.681 1.238
H -2.266 2.252 -2.108
H -0.037 3.228 -2.455
H 1.406 3.784 -0.520
H 0.565 3.391 1.780
H -1.674 2.460 2.141

Computed properties:
energy above the lowest of the compared OMol25 structures with the same formula, charge and spin: 0.0 kJ/mol
E_LUMO (alpha / beta): 2.967 / 1.942 eV
HOMO (alpha / beta): -4.221 / -4.317 eV
calculated total energy: -1307.1296 a.u.
frontier orbital gap (alpha / beta): 0.264 / 0.230 Ha
⟨S²⟩: 2.02
total charge: -1
2S+1: 3
F_max: 0.0106 Eh/bohr

Atomic partial charges in e from the Mulliken method, atoms 1 to 8: 0.199, -0.403, -0.577, 0.527, -0.760, -0.130, 0.250, 0.625